{"formula": "C19H36F3NaO21S", "method": "ωB97M-V/def2-TZVPD", "molar_mass_g_mol": 712.5, "total_charge": 0, "lumo_energy_ev": -2.7, "e_tot_ha": -3185.55944, "species": ["Na", "C", "F", "F", "F", "S", "O", "O", "O", "C", "O", "C", "O", "O", "C", "H", "H", "H", "H", "H", "H", "C", "O", "C", "O", "O", "C", "H", "H", "H", "H", "H", "H", "C", "O", "C", "O", "O", "C", "H", "H", "H", "H", "H", "H", "C", "O", "C", "O", "O", "C", "H", "H", "H", "H", "H", "H", "C", "O", "C", "O", "O", "C", "H", "H", "H", "H", "H", "H", "C", "O", "C", "O", "O", "C", "H", "H", "H", "H", "H", "H"], "xyz": [[1.49108, -0.09070, 0.44502], [1.91952, 1.42824, 8.14247], [2.58262, 1.27745, 9.32889], [1.15310, 0.33501, 7.88567], [1.16668, 2.48496, 8.20622], [3.17682, 1.83640, 6.70736], [4.28325, 0.95705, 7.02645], [2.49333, 1.48074, 5.42185], [3.52285, 3.25056, 6.80016], [2.49642, -6.07263, 3.95071], [2.98091, -6.47832, 2.64225], [2.61651, -5.77250, 1.58038], [1.80928, -4.83515, 1.57276], [3.18392, -6.34595, 0.56365], [2.76028, -5.99757, -0.78851], [2.42086, -5.00113, 4.13588], [3.05865, -6.46930, 4.79608], [1.48583, -6.48011, 3.97839], [3.15742, -6.87383, -1.30089], [3.15295, -5.03839, -1.12597], [1.67117, -6.04087, -0.79631], [-9.28511, -2.70009, -1.58052], [-7.92445, -2.98511, -1.28663], [-7.53823, -2.94866, -0.00544], [-8.30335, -2.83310, 1.00647], [-6.24067, -3.19819, -0.06019], [-5.51265, -2.96393, 1.17051], [-10.00338, -3.36612, -1.10239], [-9.28004, -2.55687, -2.66106], [-9.45468, -1.71146, -1.15397], [-5.47786, -3.93445, 1.66545], [-5.94433, -2.33837, 1.95180], [-4.50963, -2.55214, 1.05881], [5.02527, 5.60413, -1.22907], [3.87960, 6.03722, -1.92503], [2.87305, 5.29979, -2.30454], [2.79263, 4.09954, -2.17258], [2.01251, 6.03165, -3.02667], [0.83937, 5.42717, -3.55167], [5.81948, 6.12827, -1.76067], [5.08971, 4.52074, -1.33020], [5.07459, 6.02126, -0.22325], [-0.02872, 6.08218, -3.47754], [0.54349, 4.55265, -2.97222], [1.01561, 5.18057, -4.59868], [-5.40921, 3.34600, 1.47164], [-4.60646, 4.42357, 1.91602], [-3.26594, 4.35615, 1.95444], [-2.57498, 3.41437, 1.49965], [-2.83574, 5.46125, 2.56588], [-1.53577, 5.73543, 2.71904], [-5.20808, 2.97928, 0.46508], [-6.45154, 3.55742, 1.71026], [-5.21398, 2.45074, 2.06198], [-1.35315, 6.80177, 2.85200], [-0.89162, 5.43541, 1.89249], [-1.21390, 5.37948, 3.69772], [7.86379, -1.58245, 1.75875], [8.28747, -0.94788, 0.50473], [7.46990, -0.86075, -0.55331], [6.25946, -1.24567, -0.61101], [8.11905, -0.36606, -1.62799], [7.37505, -0.05866, -2.81576], [8.44164, -1.31472, 2.64335], [7.95360, -2.66470, 1.66513], [6.79693, -1.46586, 1.94936], [7.99240, 0.45439, -3.55316], [6.52684, 0.62161, -2.73902], [6.87640, -0.95534, -3.18374], [-2.80275, -2.85472, -6.26995], [-3.64296, -1.84113, -5.80426], [-3.31930, -0.92976, -4.86955], [-2.31318, -0.91021, -4.13199], [-4.18642, 0.08271, -4.91828], [-5.49443, 0.13942, -5.53724], [-3.48265, -3.53173, -6.78715], [-2.39246, -3.49318, -5.48756], [-2.06525, -2.51432, -6.99680], [-5.60471, -0.42990, -6.46018], [-5.86902, 1.15229, -5.68506], [-6.27464, -0.27492, -4.89872]], "atomic_forces_ev_per_a": [[0.086, 0.077, 0.217], [2.197, -0.259, -1.431], [-0.932, -0.187, -0.989], [0.600, 0.661, 0.558], [-1.532, 0.896, 0.749], [0.491, -0.682, -1.862], [-0.186, -0.285, 0.155], [0.259, 0.423, 2.072], [-0.951, -0.652, 0.464], [-1.285, 0.023, -0.194], [0.823, 0.517, 1.391], [-2.203, 1.324, 1.138], [1.511, -1.259, -0.208], [0.616, 0.161, -1.555], [-0.125, -1.034, 1.121], [0.203, 0.078, -0.683], [0.459, -0.459, -0.748], [-0.056, 0.115, 0.405], [-0.027, 0.536, -0.590], [0.033, -0.188, 0.112], [0.057, 0.297, -0.228], [0.288, 1.545, 0.487], [0.072, -0.344, 0.476], [-3.075, -0.532, 2.165], [3.136, -0.047, -3.777], [0.886, 1.426, 1.498], [0.042, -1.073, 1.295], [0.207, -0.339, -0.505], [-0.539, -0.648, 0.115], [-0.435, 0.093, 0.016], [0.469, -0.069, -0.065], [-0.926, 0.327, -0.735], [-0.127, -0.334, -0.975], [0.488, -0.083, -0.640], [-0.970, 2.117, -0.078], [-0.052, -1.554, -1.035], [-0.188, -0.100, 0.500], [0.229, 0.938, 0.689], [-0.412, -0.703, 0.132], [0.306, -0.475, -0.039], [0.297, 0.098, 0.466], [-0.538, -0.501, 0.147], [0.483, 0.555, -0.008], [0.393, -0.218, -0.184], [-0.058, -0.150, 0.103], [0.363, -1.643, 0.634], [0.400, 0.725, 0.103], [1.136, -2.494, -1.084], [-1.792, 2.747, 1.277], [-3.761, -0.710, -1.079], [3.624, 0.865, 1.089], [-0.153, 0.797, -0.284], [0.200, 0.555, -0.552], [0.342, -0.002, 0.365], [-0.666, 0.285, -0.409], [-0.096, -0.478, 0.147], [0.460, -0.706, -0.222], [-1.099, -1.073, -0.696], [-0.072, 0.292, -0.049], [-3.574, -1.563, -0.391], [3.802, 1.366, 0.541], [0.072, 0.545, 0.936], [-1.153, -0.278, -0.295], [0.254, 0.760, -0.707], [0.351, -0.036, -0.351], [0.095, 0.640, -0.144], [0.596, -0.672, 0.313], [0.054, 0.255, 1.138], [0.565, -0.203, -0.270], [-0.046, -1.525, -0.171], [-0.623, 1.000, 0.592], [2.262, 0.116, 0.476], [-3.045, -0.353, -2.194], [-0.477, 0.882, 0.627], [-0.702, -1.077, -0.018], [0.012, 0.112, -0.261], [0.408, 0.538, 0.228], [0.128, 0.236, 0.361], [0.643, 0.162, -0.108], [1.077, 0.252, -0.031], [0.400, -0.345, 0.550]], "mulliken_charge": [1.001, 0.587, -0.226, -0.230, -0.216, 1.054, -0.659, -0.670, -0.640, -0.643, -0.303, 0.840, -0.621, -0.303, -0.596, 0.306, 0.246, 0.284, 0.226, 0.242, 0.322, -0.663, -0.280, 0.776, -0.591, -0.267, -0.711, 0.286, 0.229, 0.319, 0.298, 0.335, 0.268, -0.597, -0.310, 0.868, -0.623, -0.311, -0.643, 0.219, 0.327, 0.249, 0.252, 0.310, 0.257, -0.661, -0.285, 0.788, -0.606, -0.276, -0.671, 0.287, 0.265, 0.306, 0.249, 0.304, 0.300, -0.639, -0.289, 0.807, -0.637, -0.290, -0.606, 0.261, 0.289, 0.300, 0.266, 0.251, 0.287, -0.650, -0.310, 0.816, -0.596, -0.326, -0.583, 0.253, 0.296, 0.283, 0.290, 0.274, 0.252]}

***

{"formula": "C3H5FO", "method": "ωB97M-V/def2-TZVPD", "molar_mass_g_mol": 76.1, "total_charge": 0, "lumo_energy_ev": 1.0, "e_tot_ha": -292.33333, "de_lowest_kcal_mol": 39.5, "smiles": "OC1(F)CC1", "species": ["C", "C", "C", "O", "F", "H", "H", "H", "H", "H"], "xyz": [[-0.66989, 0.40630, -0.75286], [-0.56655, 0.13074, 0.83174], [0.61827, 0.14371, -0.08327], [1.34395, -1.25868, -0.36098], [1.56124, 1.05030, -0.01493], [-1.08964, -0.30356, -1.37347], [-1.11106, 1.29410, -1.18652], [-0.70140, 1.09963, 1.25819], [-0.84731, -0.83805, 1.21712], [1.46240, -1.72449, 0.46497]], "atomic_forces_ev_per_a": [[0.144, -0.319, 1.227], [0.851, 0.495, -2.696], [0.547, -3.968, -0.548], [-2.139, 3.520, -0.377], [0.805, 1.061, 0.250], [-0.345, -2.292, -0.770], [0.871, 0.958, 0.860], [-0.226, -0.010, 1.196], [-0.385, 0.355, 0.261], [-0.122, 0.201, 0.597]], "mulliken_charge": [-0.702, -0.739, 0.821, -0.537, -0.265, 0.280, 0.265, 0.276, 0.311, 0.290]}

***

What is the formula in the second record?
C3H5FO

***

Please write out number 2 again, unchanged.
{"formula": "C3H5FO", "method": "ωB97M-V/def2-TZVPD", "molar_mass_g_mol": 76.1, "total_charge": 0, "lumo_energy_ev": 1.0, "e_tot_ha": -292.33333, "de_lowest_kcal_mol": 39.5, "smiles": "OC1(F)CC1", "species": ["C", "C", "C", "O", "F", "H", "H", "H", "H", "H"], "xyz": [[-0.66989, 0.40630, -0.75286], [-0.56655, 0.13074, 0.83174], [0.61827, 0.14371, -0.08327], [1.34395, -1.25868, -0.36098], [1.56124, 1.05030, -0.01493], [-1.08964, -0.30356, -1.37347], [-1.11106, 1.29410, -1.18652], [-0.70140, 1.09963, 1.25819], [-0.84731, -0.83805, 1.21712], [1.46240, -1.72449, 0.46497]], "atomic_forces_ev_per_a": [[0.144, -0.319, 1.227], [0.851, 0.495, -2.696], [0.547, -3.968, -0.548], [-2.139, 3.520, -0.377], [0.805, 1.061, 0.250], [-0.345, -2.292, -0.770], [0.871, 0.958, 0.860], [-0.226, -0.010, 1.196], [-0.385, 0.355, 0.261], [-0.122, 0.201, 0.597]], "mulliken_charge": [-0.702, -0.739, 0.821, -0.537, -0.265, 0.280, 0.265, 0.276, 0.311, 0.290]}